42
Properties=species:S:1:pos:R:3:forces:R:3 method="wB97M-V/def2-TZVPD" relative_energy_kcal_mol=53.4 total_charge=0 spin_multiplicity=1 e_homo_ev=-8.5959 orbital_gap_ev=8.8
H -0.431939 -2.838390 -0.047298 0.21 -0.36 0.06
H 0.349444 0.285664 -2.556654 0.17 -0.06 -0.22
H -2.404358 2.774465 -2.022018 0.46 0.54 0.03
O 0.084192 -3.640061 -0.313251 -0.30 0.19 0.08
H -2.235885 -1.966671 0.930415 -0.01 0.09 -0.10
O -2.556427 -1.797891 -1.796784 0.25 -0.48 -0.62
C -1.694487 1.972621 -2.260732 -0.35 -0.93 -0.12
O -2.076009 0.840644 -2.053190 0.21 0.42 0.26
H 1.481895 -0.240338 2.786338 0.45 -0.57 -0.40
H -0.721396 -0.416962 4.018070 -0.02 -0.05 0.04
H -1.373813 -0.803156 0.442494 -0.14 -0.09 -0.19
S 1.372200 1.648196 -0.940570 -0.75 0.84 0.07
C 0.749027 1.299237 -2.631471 -0.11 -1.11 0.75
C -0.414891 2.172899 -3.049813 -0.22 0.52 -0.59
O 3.722988 0.200713 2.102676 1.13 0.54 0.95
O -1.319576 -1.687660 0.823762 0.03 0.22 0.36
H 1.051516 -1.016402 0.676760 0.22 0.02 0.41
H 1.625393 1.280366 -3.272638 -0.25 0.28 -0.36
H 2.594941 -1.925324 0.279885 -0.12 0.03 0.40
C 1.834475 -1.217877 -0.044347 0.02 0.11 -0.90
O -1.591017 -0.020833 3.878186 0.17 -0.24 0.08
H -0.799694 1.787722 -4.004723 0.41 -0.01 -0.21
H -1.967529 -2.487692 -2.128143 -0.15 -0.23 0.31
H 4.682245 0.327944 2.089428 -0.01 -0.33 -0.53
H -0.156262 3.208846 -3.271821 -0.02 0.10 0.48
H -1.059703 4.762630 0.324740 0.18 -0.05 0.43
H 3.522263 0.808928 2.828277 -0.55 -0.27 0.03
O -1.416256 2.554758 2.922811 0.08 0.48 -0.49
O 0.299854 -3.380578 -3.111034 0.05 0.00 0.44
H 2.289161 -1.302091 3.673547 0.04 0.07 -0.73
H -1.558112 3.662836 1.353744 0.67 0.75 0.02
H -0.117123 -3.444606 -2.235641 0.01 -0.15 -0.11
H 0.014676 -4.205660 0.461196 0.02 -0.15 -0.11
H 1.178223 -3.692855 -2.860638 0.06 0.04 -0.36
O 1.710894 -0.538349 3.665764 -0.91 0.47 1.31
H -0.810272 2.114099 2.311818 0.03 -0.21 0.20
O -1.683177 4.052589 0.483575 -0.62 -0.27 -0.76
H -2.557504 -1.217427 -2.567340 -0.21 0.44 0.35
H 1.355442 -1.674102 -0.907545 0.05 0.11 -0.09
H -1.488397 0.897602 4.152160 -0.05 -0.02 -0.09
S 2.752468 0.262051 -0.547660 0.18 -0.32 -0.55
H -2.237470 2.600114 2.417666 -0.32 -0.42 0.45